# 1
5
Properties=species:S:1:pos:R:3:mulliken_charge:R:1 method="wB97M-V/def2-TZVPD" e_above_lowest_kcal_mol=65.59 e_homo_ev=-10.54 energy_ha=-950.08146 homo_lumo_gap_ev=9.65 e_lumo_ev=-0.89 multiplicity=1
F -0.14804 -1.18398 0.20558 -0.411
F -1.93772 1.59852 0.29191 -0.271
Si -3.21836 0.95059 -0.58297 0.410
Cl -3.44092 -0.73503 0.53295 -0.136
H -0.33045 -0.15844 0.11623 0.407

# 2
56
Properties=species:S:1:pos:R:3:mulliken_charge:R:1 method="wB97M-V/def2-TZVPD" total_charge=+3 e_homo_ev=-15.12 energy_ha=-2855.39833 homo_lumo_gap_ev=2.14 e_lumo_ev=-12.98 multiplicity=1
C -14.76410 8.00304 29.21002 -0.858
N -13.63085 8.88412 29.62434 0.186
C -12.76414 9.30300 28.68380 -0.379
C -11.72336 10.12275 29.00771 -0.619
C -11.61621 10.61038 30.31139 0.892
C -12.57162 10.25046 31.26048 -0.850
C -13.56016 9.35785 30.87514 -0.295
C -10.50213 11.55164 30.65125 0.838
C -9.88834 11.42550 31.89997 -0.732
C -8.94552 12.36705 32.23780 -0.240
N -8.42931 13.19194 31.29905 -0.003
C -8.97443 13.31336 30.08477 -0.488
C -10.04766 12.50502 29.75429 -0.597
C -7.33405 14.14013 31.70934 -0.860
H -14.34539 7.22446 28.57146 0.335
H -15.36590 8.62352 28.55102 0.367
H -15.18355 7.53624 30.09166 0.311
H -12.87059 8.80789 27.72884 0.436
H -11.05821 10.48347 28.23675 0.336
H -12.62172 10.70486 32.23920 0.656
H -14.35875 9.04326 31.53309 0.455
H -10.18573 10.71461 32.65714 0.518
H -8.27920 12.26331 33.08362 0.336
H -8.52575 14.04958 29.43250 0.549
H -10.51870 12.61395 28.78830 0.592
H -7.85054 15.09558 31.67894 0.377
H -6.58311 14.00822 30.93343 0.352
H -6.92042 13.87816 32.67457 0.324
Hf -9.92854 8.90618 24.28473 1.532
C -10.18318 4.50390 23.10512 0.547
F -11.43516 4.51956 22.67851 -0.178
F -9.72496 3.28378 23.21833 -0.149
F -9.38125 5.15281 22.26246 -0.202
S -10.15164 5.29472 24.78603 1.241
O -11.20178 4.67512 25.54555 -0.768
O -8.86435 5.00274 25.31818 -0.593
O -10.37145 6.78520 24.53142 -0.451
C -6.12416 11.33164 24.57280 0.554
F -5.85642 10.24367 23.87868 -0.179
F -5.07536 11.89231 25.11896 -0.156
F -6.65515 12.24476 23.75440 -0.195
S -7.36723 10.95577 25.94519 1.185
O -7.93253 12.17513 26.43671 -0.557
O -8.45053 10.18347 25.17677 -0.437
O -6.64899 10.20541 26.91403 -0.572
F -10.25742 8.58817 26.35604 -0.122
N -11.46525 5.13687 28.31067 0.288
C -12.30503 4.31369 28.98954 -0.247
C -12.45662 4.79853 30.28735 -0.552
C -11.67509 5.94871 30.40841 -0.509
C -11.06558 6.13398 29.17232 -0.724
H -11.29985 5.16497 27.30718 0.263
H -12.75796 3.44599 28.53621 0.435
H -13.08152 4.34007 31.03659 0.444
H -11.63279 6.46386 31.35402 0.515
H -10.39305 6.87634 28.76968 0.644

# 3
25
Properties=species:S:1:pos:R:3:mulliken_charge:R:1 method="wB97M-V/def2-TZVPD" e_above_lowest_kcal_mol=0.00 total_charge=+3 e_homo_ev="-22.06 / -22.07" energy_ha=-1739.02021 homo_lumo_gap_ev="8.01 / 8.13" e_lumo_ev="-14.05 / -13.93" multiplicity=4
Er 0.70878 1.08957 0.40688 0.578
O 3.03991 -1.02291 -1.43905 -0.036
C 2.34234 -0.30571 -0.86057 0.361
C -1.47946 1.46125 1.28822 0.421
O -2.58754 1.43629 1.60438 -0.026
C -0.17436 1.74815 -1.74691 0.417
O -0.73990 1.86255 -2.74096 -0.028
C 0.98887 -0.51989 2.17113 0.444
O 0.94529 -1.42246 2.87699 -0.023
C 2.46207 2.69706 0.86120 -0.575
H 3.23538 2.16001 1.42071 0.401
H 2.77334 3.05514 -0.12578 0.408
C 1.30190 3.19229 1.49913 -0.513
H 0.71307 4.01951 1.06964 0.394
H 1.17833 3.13095 2.59283 0.389
C -0.79969 -2.36535 -1.98281 -1.073
C -1.14311 -1.70587 -0.66156 0.576
C -2.26817 -2.35872 0.11749 -1.090
O -0.53215 -0.69266 -0.23482 -0.249
H -1.41505 -3.28311 -2.02802 0.410
H 0.24528 -2.72172 -1.99676 0.345
H -1.14365 -1.73723 -2.81429 0.347
H -1.86825 -2.85736 1.01793 0.350
H -3.13715 -1.68455 0.22474 0.355
H -2.64611 -3.17525 -0.51975 0.416

Copy entry 3 word for word.
25
Properties=species:S:1:pos:R:3:mulliken_charge:R:1 method="wB97M-V/def2-TZVPD" e_above_lowest_kcal_mol=0.00 total_charge=+3 e_homo_ev="-22.06 / -22.07" energy_ha=-1739.02021 homo_lumo_gap_ev="8.01 / 8.13" e_lumo_ev="-14.05 / -13.93" multiplicity=4
Er 0.70878 1.08957 0.40688 0.578
O 3.03991 -1.02291 -1.43905 -0.036
C 2.34234 -0.30571 -0.86057 0.361
C -1.47946 1.46125 1.28822 0.421
O -2.58754 1.43629 1.60438 -0.026
C -0.17436 1.74815 -1.74691 0.417
O -0.73990 1.86255 -2.74096 -0.028
C 0.98887 -0.51989 2.17113 0.444
O 0.94529 -1.42246 2.87699 -0.023
C 2.46207 2.69706 0.86120 -0.575
H 3.23538 2.16001 1.42071 0.401
H 2.77334 3.05514 -0.12578 0.408
C 1.30190 3.19229 1.49913 -0.513
H 0.71307 4.01951 1.06964 0.394
H 1.17833 3.13095 2.59283 0.389
C -0.79969 -2.36535 -1.98281 -1.073
C -1.14311 -1.70587 -0.66156 0.576
C -2.26817 -2.35872 0.11749 -1.090
O -0.53215 -0.69266 -0.23482 -0.249
H -1.41505 -3.28311 -2.02802 0.410
H 0.24528 -2.72172 -1.99676 0.345
H -1.14365 -1.73723 -2.81429 0.347
H -1.86825 -2.85736 1.01793 0.350
H -3.13715 -1.68455 0.22474 0.355
H -2.64611 -3.17525 -0.51975 0.416